A | 6
Properties=species:S:1:pos:R:3 method="wB97M-V/def2-TZVPD" charge=0 smiles=NNI lumo_energy_ev=0.027 homo_lumo_gap_ev=9.07 homo_ev=-9.0
N 0.175 -0.825 0.472
N -0.622 0.221 -0.378
I 0.225 1.833 -1.180
H 0.514 -1.371 -0.297
H 1.001 -0.489 1.014
H -1.292 0.631 0.369

***

B | 6
Properties=species:S:1:pos:R:3 method="wB97M-V/def2-TZVPD" charge=0 lumo_energy_ev=0.770 homo_lumo_gap_ev=9.19 homo_ev=-8.4
N 1.330 -0.721 -0.065
N 0.568 0.189 -0.175
I -3.415 1.262 0.101
H 2.373 -0.604 0.000
H 1.029 -1.728 -0.023
H -1.885 1.602 0.162

***

Of all the structures shown, which is most stable? A, and B is the least stable.